# 1
# C42H41N6PTi

A molecular structure, C42H41N6PTi in a non-equilibrium geometry (the ωB97M-V functional and the def2-TZVPD basis, the Open Molecules 2025 dataset).

```
91
C42H41N6PTi | the Open Molecules 2025 dataset | the ωB97M-V functional and the def2-TZVPD basis
C 0.208 3.132 4.060
C -2.821 -2.442 -1.343
C 0.248 3.870 2.911
C 1.316 -4.480 0.421
H 0.083 4.938 2.919
C -3.364 1.535 -4.600
C 1.026 -0.956 3.809
C -3.566 2.900 0.739
C -1.602 -0.388 -0.963
C 1.480 1.663 -2.483
H 3.592 2.498 -1.320
H 2.602 -1.444 -2.715
H -1.616 -4.117 -1.906
H -3.756 -2.988 -1.361
H -5.379 1.789 -5.294
C -1.625 -3.069 -1.629
H -4.839 1.870 -1.060
H -6.310 1.985 -3.009
C 2.882 2.270 -0.524
H -1.244 -4.747 2.626
C -4.334 3.189 1.853
H 0.946 1.599 -0.462
C 2.163 -5.223 -0.452
H 3.907 -0.517 0.924
H -3.468 3.635 -0.053
N 0.662 1.910 1.595
P -1.801 1.432 -0.820
H 0.234 -6.152 1.225
C 0.351 -5.076 1.240
H 1.314 -1.996 3.757
N 3.693 0.076 0.130
H -3.831 0.338 3.596
C -0.261 -2.921 2.128
C 0.872 -0.257 2.607
N 2.652 -0.480 -2.402
C 0.492 3.209 1.707
H -5.019 2.492 3.764
C 4.671 -0.132 -0.941
C -4.727 1.732 -4.433
C 0.644 1.156 2.713
H -2.492 -0.196 1.586
H -4.851 4.138 1.921
H 4.567 1.913 0.782
H -2.948 1.424 -5.593
H -0.880 -2.338 2.798
N 1.778 1.472 -1.064
C -4.433 2.263 2.883
H 3.906 -2.658 -1.767
H 0.291 1.409 6.122
C 4.050 -0.034 -2.358
C 3.093 -4.538 -1.218
C -3.767 1.051 2.784
H 5.477 0.610 -0.868
H 2.984 1.492 1.481
C -4.410 1.782 -2.048
C -2.917 1.668 0.615
H 0.525 3.772 0.777
C -0.437 -2.364 -1.566
H 0.935 -0.976 5.946
H 0.437 1.951 -2.611
C 1.464 -3.067 0.447
C 1.768 0.337 -3.237
C -3.015 0.751 1.656
C 0.436 1.741 3.999
H 2.093 2.467 -2.898
C -2.808 -1.092 -1.068
H 2.075 -6.300 -0.504
C 0.489 0.955 5.159
H 2.549 3.223 -0.102
C -5.245 1.852 -3.154
N 1.007 -0.913 1.393
C 0.723 -2.280 1.365
N 2.327 -2.394 -0.395
H 0.018 3.590 5.023
H 3.776 -5.067 -1.870
C -2.534 1.466 -3.494
C -3.038 1.587 -2.199
H 4.091 0.998 -2.706
C 0.820 -0.371 5.055
H -3.747 -0.568 -0.925
H 0.845 -0.231 -3.360
H 4.682 -0.616 -3.036
C -0.455 -4.289 2.041
C 3.151 -3.159 -1.173
Ti 1.594 -0.544 -0.437
H 2.188 0.538 -4.231
C -0.328 -1.012 -1.165
C 3.584 1.467 0.572
H -1.474 1.288 -3.637
H 5.120 -1.117 -0.818
H 0.459 -2.909 -1.856
```

**Multiplicity**: 3
**Expectation value of S²**: 2.027
**F_max**: 0.04283 Eh/bohr
**Calculated total energy**: -85564.7180 eV
**E_LUMO (alpha / beta)**: 0.1 / 0.1 eV
**Orbital gap (alpha / beta)**: 4.69 / 6.56 eV

---

# 2
# CH9N2O2

3 unconnected molecules or ions with the total composition CH9N2O2 in a non-equilibrium geometry (the ωB97M-V functional and the def2-TZVPD basis, the Open Molecules 2025 dataset).

```
14
CH9N2O2 | the Open Molecules 2025 dataset | the ωB97M-V functional and the def2-TZVPD basis
N 0.966 0.803 0.905
H 0.284 1.419 0.268
H -2.697 0.718 -0.587
H -1.702 0.841 -1.672
H -0.980 -1.872 1.397
H 1.431 1.444 1.458
H -1.308 -0.372 0.819
H 1.392 -0.376 -2.929
H 1.444 -0.959 2.008
O 1.744 -0.045 -2.005
O -1.907 0.361 -0.844
C 0.583 -0.394 1.406
H 1.352 -0.585 -1.358
N -0.603 -0.982 1.136
```

**Multiplicity**: 2
**Expectation value of S²**: 0.753
**F_max**: 0.11780 Eh/bohr
**Calculated total energy**: -8255.1935 eV
**E_LUMO (alpha / beta)**: 0.5 / 0.5 eV
**Orbital gap (alpha / beta)**: 4.72 / 9.42 eV

---

# 3
# C7H10O

A molecular structure, C7H10O in a non-equilibrium geometry (the ωB97M-V functional and the def2-TZVPD basis, the Open Molecules 2025 dataset).

```
18
C7H10O | the Open Molecules 2025 dataset | the ωB97M-V functional and the def2-TZVPD basis
H -1.067 -0.955 2.665
H 0.791 2.144 -0.073
H -1.791 -1.454 0.918
O -0.469 -0.684 -3.418
C 1.186 1.176 0.328
C -0.893 -1.413 1.720
C -0.180 0.175 -2.621
H -1.429 -0.611 -1.076
H -0.903 1.283 -1.028
C 0.485 -0.053 -0.245
C 0.613 0.678 1.633
H 0.811 1.063 2.569
H -0.432 -2.481 1.789
H 1.118 -0.790 -0.590
C -0.669 0.195 -1.250
H 0.566 1.006 -2.607
C -0.024 -0.355 1.100
H 2.288 1.076 0.187
```

**Multiplicity**: 1
**F_max**: 0.06868 Eh/bohr
**Calculated total energy**: -9465.5917 eV
**E_LUMO**: 1.0 eV
**Orbital gap**: 10.35 eV

---

# 4
# C33H47Cl9N2O4

5 unconnected molecules or ions with the total composition C33H47Cl9N2O4 in a non-equilibrium geometry (the ωB97M-V functional and the def2-TZVPD basis, the Open Molecules 2025 dataset).

```
95
C33H47Cl9N2O4 | the Open Molecules 2025 dataset | the ωB97M-V functional and the def2-TZVPD basis
C 0.467 -6.132 0.705
H 0.700 3.556 -1.912
H -2.405 -1.629 1.366
C -1.641 -2.106 2.090
H 7.854 -0.408 0.574
C -1.281 -3.202 4.192
Cl -4.815 3.538 -2.678
C 0.861 -2.815 2.505
H 2.278 -2.557 0.125
C 0.201 -3.348 3.808
N -2.192 -2.572 3.307
C 1.824 -1.522 -0.027
H 4.285 -2.300 1.648
C -5.836 3.559 -4.121
C 6.846 -0.175 1.092
Cl -9.596 5.199 -0.063
C 0.735 -0.446 -6.750
C 0.358 -5.159 -0.658
Cl -0.866 0.289 -6.598
C -2.166 1.707 0.855
C 3.819 -0.363 0.644
H -0.553 1.799 -1.392
H -2.106 0.234 -1.471
H 4.075 -0.430 -0.465
C 4.761 -1.249 1.605
H 1.264 -0.297 -2.853
C -3.597 3.919 0.039
Cl 7.969 -0.685 5.752
H -1.318 3.665 -0.150
H 9.750 -1.668 4.559
H 2.488 1.004 -1.438
Cl -5.411 4.904 -5.188
H 1.953 -2.927 2.225
H -6.530 4.579 1.426
C -0.376 -2.567 -0.964
C -1.781 -1.777 -1.276
H 7.304 1.577 2.419
H -6.876 3.665 -3.816
H -3.602 0.085 1.841
C 0.309 0.322 -2.791
H 0.007 1.811 1.188
C -0.377 -0.043 -0.173
H 4.006 0.741 0.947
Cl -8.992 3.148 -2.051
C 1.718 3.052 -1.807
C -4.877 1.885 1.165
C 0.205 0.924 -1.307
C -4.931 3.305 0.532
H 6.365 0.657 0.475
O 1.485 -4.958 0.333
H -10.322 2.956 -0.113
H 6.428 0.256 3.344
C -3.530 1.099 1.334
C -0.746 0.943 1.042
C -2.275 3.140 0.224
C 1.616 1.633 -1.005
N -1.737 -0.411 -0.761
H 2.533 3.735 -1.370
C 7.216 0.429 2.536
H 0.906 -0.707 -7.793
C -6.299 4.127 0.387
H -1.461 -4.167 0.382
Cl 0.681 -2.973 -2.451
H 2.111 -1.074 -1.037
C -10.166 3.729 -0.864
H 8.244 0.030 2.828
H 0.888 -3.883 4.560
Cl 2.001 0.669 -6.222
H -0.628 -0.194 -3.181
H 0.773 -1.343 -6.133
H 1.859 1.753 0.109
H -7.104 3.372 0.071
O 6.110 -1.418 1.119
H -0.211 -5.880 1.582
H 0.481 1.228 -3.492
H 9.610 -2.313 6.215
H -0.820 0.451 2.072
C -0.192 -2.123 1.557
H 1.230 -6.990 0.677
H -3.563 4.947 -0.465
Cl 10.834 -0.298 6.143
H 4.695 -0.824 2.673
H -5.884 1.466 1.536
H -11.105 3.945 -1.372
C 9.573 -1.413 5.603
H -1.574 -4.426 -1.432
O 2.446 -0.652 0.983
C -0.910 -4.000 -0.585
H -6.159 4.978 -0.363
H 0.586 -5.669 -1.718
O -2.815 -2.229 -1.846
C 0.202 -1.515 0.102
H -1.655 -3.608 5.203
H 2.073 2.818 -2.884
H -5.704 2.623 -4.662
```

**Multiplicity**: 1
**SMILES**: CCOCCOC[C@]1(c2cccnc2)[C@@](Cl)(C[C@@H]2CO2)C(=O)N[C@]1(Cc1ccc(C)cc1)[C@H](C)CC.ClCCl.ClCCl.ClCCl.ClCCl
**F_max**: 0.10823 Eh/bohr
**Calculated total energy**: -158841.6328 eV
**E_LUMO**: 0.1 eV
**Orbital gap**: 8.30 eV